41
Properties=species:S:1:pos:R:3:forces:R:3:lowdin_charge:R:1 method="wB97M-V/def2-TZVPD" s2=0.76 charge=+1 multiplicity=2 relative_energy_ev=0.255 energy_ev=-247458.7261 homo_energy_ev="-12.62 / -12.62"
Cl 0.287 -2.575 2.522 -0.237 -0.032 -0.085 0.559
C -1.349 -3.303 2.570 -1.258 -0.190 1.630 -0.623
C -2.199 -2.623 3.698 1.429 0.421 -0.341 -0.700
Cl -3.816 -3.306 3.833 -0.070 0.019 -0.326 0.579
H -1.272 -4.341 2.893 0.352 -0.038 -0.546 0.070
H -1.841 -3.211 1.602 0.247 0.007 0.127 0.045
H -2.169 -1.547 3.528 -0.690 -0.014 -0.130 0.006
H -1.757 -2.742 4.687 0.295 -0.315 -0.227 0.065
Cl -3.723 1.883 -1.580 0.345 0.238 -0.275 0.555
C -3.843 0.527 -2.742 -0.246 -0.648 -0.113 -0.635
C -2.685 0.421 -3.739 0.502 1.611 0.955 -0.712
Cl -2.698 -1.086 -4.614 -0.095 -0.485 -0.152 0.600
H -4.842 0.610 -3.170 0.269 -0.092 -0.244 0.073
H -3.796 -0.368 -2.121 -0.175 -0.013 -0.092 0.042
H -1.778 0.520 -3.142 0.143 -0.531 0.041 0.015
H -2.555 1.244 -4.441 -0.728 -0.018 -0.120 0.071
C 0.759 -0.001 0.090 -0.196 0.000 0.040 -1.477
Cl 0.183 1.564 0.762 0.366 -0.593 -0.504 0.536
Cl 2.393 -0.368 0.675 0.044 0.279 -0.347 0.507
Cl 0.685 -0.097 -1.690 -0.073 0.191 0.916 0.584
H 0.171 -0.803 0.537 -0.236 0.315 -0.286 -0.075
C 2.501 1.043 -4.425 -0.353 -0.032 -0.647 -1.538
Cl 3.725 2.026 -5.210 0.171 0.063 0.001 0.535
Cl 3.032 -0.644 -4.298 -0.268 0.273 -0.126 0.517
Cl 0.945 1.204 -5.394 1.046 -0.275 1.139 0.486
H 2.416 1.414 -3.403 -0.621 -0.034 -0.377 -0.073
C 4.936 -0.676 2.622 1.664 -1.543 0.745 -1.427
Cl 3.865 -2.088 2.995 0.875 1.325 -0.061 0.581
Cl 6.626 -0.891 3.311 -1.456 0.104 -0.329 0.544
Cl 4.218 0.793 3.309 -0.079 0.157 -0.564 0.696
H 5.157 -0.624 1.556 -0.740 0.345 0.065 0.017
C -3.956 0.179 1.606 -1.101 1.254 -0.121 -1.587
Cl -5.337 -0.847 1.803 -0.454 -0.871 -0.088 0.574
Cl -2.624 -0.573 0.766 0.202 -0.243 -0.054 0.589
Cl -3.547 0.884 3.158 0.619 0.057 0.344 0.567
H -4.352 1.008 1.020 0.631 -0.153 -0.234 -0.029
C 3.532 3.413 0.171 -0.138 0.166 -1.894 -1.423
Cl 3.922 2.470 -1.301 0.077 -0.059 1.018 0.562
Cl 3.379 5.090 -0.380 0.293 -0.163 0.813 0.641
Cl 4.852 3.328 1.407 -0.774 -0.294 -0.079 0.700
H 2.554 3.093 0.530 0.417 -0.191 0.525 -0.018